Record 1
{"formula": "C27H28F6N6O6S2Se2W", "method": "ωB97M-V/def2-TZVPD", "elements": ["W", "C", "C", "C", "C", "C", "N", "C", "C", "C", "C", "C", "C", "C", "N", "C", "C", "C", "N", "C", "C", "N", "C", "C", "C", "N", "H", "H", "H", "H", "H", "H", "H", "H", "H", "H", "H", "H", "H", "H", "H", "H", "H", "H", "O", "C", "C", "C", "O", "C", "Se", "C", "Se", "H", "H", "H", "H", "H", "H", "H", "H", "H", "H", "F", "C", "F", "F", "S", "O", "O", "N", "S", "O", "O", "C", "F", "F", "F"], "positions_angstrom": [[0.10, -0.70, -1.09], [-4.14, 1.02, 4.34], [-3.04, 0.99, 3.33], [-1.70, 0.90, 3.72], [-0.69, 0.81, 2.78], [-0.97, 0.78, 1.42], [0.08, 0.68, 0.46], [0.78, 1.91, 0.38], [0.14, 3.14, 0.49], [0.84, 4.32, 0.30], [2.19, 4.32, -0.03], [2.93, 5.59, -0.35], [2.83, 3.09, -0.13], [2.14, 1.91, 0.11], [2.82, 0.68, 0.05], [4.15, 0.52, 0.23], [4.51, -0.68, -0.31], [3.33, -1.21, -0.83], [2.30, -0.41, -0.59], [-2.29, 0.93, 1.04], [-3.32, 1.01, 1.97], [-2.59, 1.04, -0.34], [-3.57, 1.79, -0.89], [-3.56, 1.57, -2.24], [-2.53, 0.64, -2.44], [-1.96, 0.32, -1.29], [-3.86, 1.61, 5.21], [-4.37, 0.01, 4.70], [-5.05, 1.44, 3.92], [-1.45, 0.91, 4.77], [0.35, 0.77, 3.10], [-0.91, 3.18, 0.70], [0.32, 5.27, 0.37], [2.51, 6.43, 0.22], [2.84, 5.83, -1.41], [3.99, 5.51, -0.11], [3.87, 3.04, -0.43], [4.72, 1.28, 0.73], [5.49, -1.12, -0.33], [3.17, -2.14, -1.35], [-4.34, 1.06, 1.63], [-4.18, 2.43, -0.27], [-4.19, 2.01, -2.99], [-2.19, 0.21, -3.37], [1.46, -1.52, 2.20], [0.68, -2.54, 2.81], [0.45, -3.70, 1.83], [0.57, -4.98, 2.69], [0.34, -6.18, 1.98], [-0.95, -3.68, 1.22], [-1.55, -2.01, 0.41], [1.52, -3.75, 0.73], [0.94, -3.21, -1.05], [1.67, -0.85, 2.86], [-0.28, -2.14, 3.14], [1.21, -2.92, 3.70], [-0.10, -4.90, 3.56], [1.60, -5.06, 3.06], [-0.58, -6.20, 1.69], [-1.70, -3.84, 2.00], [-1.04, -4.45, 0.46], [1.79, -4.79, 0.55], [2.42, -3.21, 1.02], [-3.24, -3.42, -4.48], [-2.72, -2.39, -5.10], [-2.42, -2.68, -6.35], [-3.53, -1.34, -5.04], [-0.01, -1.59, -3.86], [-0.96, -1.60, -2.56], [0.32, -2.97, -4.19], [1.24, -0.94, -2.90], [1.39, 0.80, -3.30], [0.45, 1.10, -2.08], [2.78, 1.12, -3.06], [0.80, 2.50, -4.11], [-0.48, 2.35, -4.49], [0.88, 3.56, -3.31], [1.54, 2.73, -5.20]], "multiplicity": 3, "energy_ev": -220168.5393, "de_lowest_kj_mol": 300.1, "homo_ev": [-7.25, -7.35]}

=====

Record 2
{"formula": "C5H6O2", "method": "ωB97M-V/def2-TZVPD", "elements": ["C", "C", "O", "C", "C", "C", "O", "H", "H", "H", "H", "H", "H"], "positions_angstrom": [[0.38, -1.46, 1.22], [0.41, -0.47, 0.00], [1.09, 0.70, 0.39], [0.71, 1.77, -0.29], [-0.31, 1.52, -1.17], [-0.58, 0.15, -0.82], [-1.66, -0.61, -1.44], [-0.52, -2.15, 1.27], [0.29, -1.12, 2.36], [1.10, -2.10, 1.00], [1.35, 2.78, -0.06], [-0.74, 2.39, -1.71], [-1.52, -1.41, -0.74]], "multiplicity": 1, "smiles": "Cc1occc1O", "energy_ev": -9373.6293, "de_lowest_kj_mol": 334.4, "homo_ev": -8.59}

=====

Record 3
{"formula": "C6H12O", "method": "ωB97M-V/def2-TZVPD", "elements": ["C", "C", "C", "C", "O", "C", "C", "H", "H", "H", "H", "H", "H", "H", "H", "H", "H", "H", "H"], "positions_angstrom": [[-1.08, -1.59, -0.88], [-0.81, -0.10, -0.67], [-1.01, 0.39, 0.76], [-0.20, 1.69, 0.77], [0.84, 1.52, -0.20], [0.64, 0.32, -0.91], [2.25, -0.89, 1.03], [-2.11, -1.84, -0.64], [-0.90, -1.88, -1.92], [-0.42, -2.19, -0.24], [-1.46, 0.49, -1.34], [-0.58, -0.34, 1.46], [-2.06, 0.55, 1.03], [0.25, 1.91, 1.74], [-0.81, 2.55, 0.47], [0.90, 0.48, -1.96], [2.06, 0.08, 1.54], [1.31, -0.50, -0.52], [3.18, -0.65, 0.47]], "multiplicity": 1, "energy_ev": -8459.1973, "de_lowest_kj_mol": 497.5, "homo_ev": [-9.05, -9.05]}

=====

Record 4
{"formula": "C12H28Li3N6O12", "method": "ωB97M-V/def2-TZVPD", "elements": ["Li", "Li", "Li", "C", "C", "C", "O", "C", "C", "C", "O", "O", "O", "H", "H", "O", "H", "O", "H", "O", "H", "H", "O", "H", "H", "C", "O", "N", "N", "H", "H", "H", "H", "C", "O", "N", "N", "H", "H", "H", "H", "C", "O", "N", "N", "H", "H", "H", "H", "C", "C", "C", "O", "H", "H", "H", "H", "H", "H", "H", "H"], "positions_angstrom": [[-30.07, 26.58, 6.72], [-31.41, 28.85, 6.64], [-33.74, 27.44, 7.33], [-32.50, 32.38, 4.79], [-33.72, 32.78, 4.33], [-34.94, 31.86, 4.39], [-36.10, 32.02, 3.89], [-34.78, 30.59, 4.96], [-33.52, 30.14, 5.59], [-32.28, 31.04, 5.44], [-31.18, 30.63, 5.82], [-33.32, 29.08, 6.08], [-33.78, 33.99, 3.87], [-31.58, 32.94, 4.71], [-35.55, 29.84, 4.85], [-31.87, 26.91, 7.38], [-31.35, 27.07, 8.19], [-29.97, 28.15, 5.49], [-29.03, 28.13, 5.22], [-33.88, 26.83, 9.49], [-33.19, 26.31, 9.91], [-33.89, 27.65, 9.97], [-31.06, 27.80, 11.24], [-30.95, 26.93, 10.86], [-31.95, 27.80, 11.59], [-31.94, 26.46, 3.00], [-32.55, 25.95, 2.08], [-30.69, 26.91, 3.03], [-32.40, 26.64, 4.21], [-30.30, 27.33, 3.86], [-30.12, 26.66, 2.23], [-33.39, 26.64, 4.42], [-31.76, 27.13, 4.82], [-28.30, 26.52, 9.09], [-28.88, 26.95, 8.15], [-28.75, 26.85, 10.34], [-27.26, 25.76, 9.14], [-28.29, 26.43, 11.13], [-29.48, 27.52, 10.51], [-26.71, 25.47, 8.35], [-26.99, 25.58, 10.09], [-31.56, 24.35, 10.36], [-32.29, 25.13, 10.93], [-30.81, 23.50, 11.01], [-31.20, 24.59, 9.14], [-30.96, 23.30, 11.99], [-30.21, 22.91, 10.45], [-31.75, 25.28, 8.64], [-30.77, 23.87, 8.58], [-31.48, 31.34, 10.09], [-30.72, 30.76, 8.89], [-29.17, 30.66, 9.07], [-31.24, 29.45, 8.71], [-31.17, 32.38, 10.23], [-31.64, 30.77, 11.00], [-32.47, 31.55, 9.68], [-30.91, 31.25, 7.93], [-28.94, 30.53, 10.12], [-28.64, 31.55, 8.76], [-28.85, 29.86, 8.40], [-31.08, 29.11, 9.59]], "multiplicity": 2, "energy_ev": -47028.8362, "homo_ev": [-8.23, -7.55]}